58
Properties=species:S:1:pos:R:3:nbo_charge:R:1 method="wB97M-V/def2-TZVPD" orbital_gap_ha="0.149 / 0.149" total_charge=-2 e_homo_ev="-0.02 / -0.02"
O 1.40442 -1.01718 1.82009 -0.64
Cl 5.52998 -4.67625 -0.09158 -0.09
C 0.83910 0.65114 -4.35115 -0.19
H 0.19959 3.91902 3.40744 0.22
C -2.35083 1.14702 -0.95579 0.51
C 4.27904 -3.58848 0.49955 -0.10
C 2.16499 3.31356 2.76378 -0.18
C -1.97125 1.90595 1.08641 0.48
H -0.23240 -2.56088 -1.99730 0.20
H 2.85908 0.12552 -3.75671 0.21
N -1.51644 1.07865 0.11141 -0.62
C -3.62325 1.78304 -0.51391 -0.09
H 2.20710 -0.31766 -1.43873 0.21
S -3.06212 -1.47762 1.43506 0.27
H -1.26240 1.09634 -4.51563 0.22
C 1.46808 0.02709 -2.14986 0.06
C -0.74317 0.58706 -2.52184 0.38
H 1.30028 -4.13847 -3.03103 0.20
C -5.59353 3.11564 0.86236 -0.22
C 2.35028 -1.82877 1.48863 0.30
S -1.40306 -1.00513 2.54660 -0.25
C -5.83018 2.64229 -0.42570 -0.22
H 2.69864 4.03153 3.37544 0.20
N -1.28217 2.45205 2.02714 -0.53
H 3.93072 2.42281 1.86985 0.21
C 0.79349 3.25663 2.79403 -0.25
C -4.35410 2.94263 1.47420 -0.21
C -4.83471 1.98091 -1.14124 -0.17
H 1.06405 0.82633 -5.39640 0.20
C 1.83110 0.27110 -3.45553 -0.27
H -4.15226 3.31347 2.47059 0.22
S -4.17848 -3.06457 2.20008 -0.08
C -3.38653 2.25715 0.77151 0.01
Cl 3.84323 -1.18918 3.68100 -0.05
C 4.49486 -2.92834 1.69211 -0.23
C 2.80658 -4.01736 -1.50955 -0.36
H 5.41346 -3.09254 2.23951 0.22
C 0.10217 2.32359 2.00112 0.39
C 2.85168 2.43397 1.93274 -0.28
Mo -0.12590 -0.59947 0.43349 0.57
H 3.48872 -4.71859 -1.96645 0.21
H -5.00171 1.61532 -2.14604 0.22
C 1.59113 -3.68627 -2.08914 -0.19
C 3.10840 -3.40980 -0.27141 -0.08
N 0.95965 -2.16142 -0.32379 -0.42
N -2.05919 0.87852 -2.18105 -0.54
H 2.61672 0.78094 0.60285 0.20
S -2.02307 -1.95186 -0.30142 -0.26
N 0.21920 0.16679 -1.66129 -0.43
H -6.38922 3.62150 1.39623 0.20
N 0.77759 1.43210 1.24920 -0.44
C 2.16154 -2.51055 0.27330 0.13
H -6.80614 2.78743 -0.87347 0.20
C -0.44299 0.79718 -3.87771 -0.25
C 3.54755 -2.04825 2.19064 -0.16
S -3.09887 -4.71903 2.54907 -0.62
C 0.70641 -2.79425 -1.51826 -0.12
C 2.11512 1.51759 1.21654 0.09

=====

58
Properties=species:S:1:pos:R:3:mulliken_spin:R:1 method="wB97M-V/def2-TZVPD" orbital_gap_ha="0.168 / 0.204" s_squared=2.0394 total_charge=-2 e_homo_ev="-0.38 / -1.35" spin_multiplicity=3
C 1.39261 -4.14409 2.99584 0.04
C -1.75021 3.87759 2.16720 0.00
S 0.36151 1.26740 -4.70471 0.00
H 1.77321 -5.11612 3.29098 0.01
N 2.80865 -1.38806 -0.29083 0.08
H -2.49196 4.53348 2.60846 0.00
C -2.20876 -0.67021 -0.86467 0.01
C 4.37114 -0.53037 -1.80802 0.04
Mo 0.31194 0.94049 -1.02590 0.94
C 1.99769 -3.45287 1.96639 0.01
S 1.41944 2.90159 -4.15054 0.00
H 5.90323 0.38215 -2.97795 0.00
C 5.00261 0.52497 -2.39169 0.01
C -4.44905 -1.39275 -0.45176 0.04
C 0.03432 -0.43851 1.63729 0.20
N 2.56868 0.88798 -1.02549 0.05
H -0.42468 5.48105 1.53897 0.01
Cl -4.54578 2.58935 -0.70444 0.00
C 3.27574 1.91615 -1.53195 -0.01
C -0.91276 1.67540 1.64390 -0.03
C -3.10397 -1.74579 -0.68503 -0.03
H 2.86059 -3.84993 1.44433 0.01
C 0.27688 -3.61285 3.67390 0.05
C -3.96087 0.95920 -0.67942 0.04
H 4.94352 2.69264 -2.59625 0.00
C -0.60707 4.41614 1.55690 0.05
C 3.18918 -0.34216 -1.03335 -0.04
C 1.46636 -2.21805 1.59191 0.03
C -4.86119 -0.08216 -0.44126 -0.02
N -0.93705 0.38441 2.00975 0.08
O -1.67090 1.53859 -1.14224 -0.01
C -2.56503 -3.04311 -0.76206 0.06
H -0.77550 -4.15747 -1.11759 0.00
H -3.20119 -3.90669 -0.62669 0.01
N 0.90806 -0.24349 0.60024 -0.04
H 0.64905 -2.15806 -1.37454 0.00
C -1.90400 2.52365 2.20735 0.03
H 1.08390 3.94106 0.35356 0.00
H -2.74871 2.04712 2.68640 0.01
N 0.07568 2.22104 0.86069 0.05
C 4.47187 1.80843 -2.19079 0.05
C 0.33942 -1.68722 2.27161 0.04
S 0.80261 -0.13019 -3.27336 0.00
H -0.17059 -4.18786 4.47734 0.01
S -1.10366 4.32924 -2.32752 0.00
S 0.50846 3.23089 -2.14401 0.00
C -0.40798 -2.05709 -1.17234 0.09
C -2.60795 0.69593 -0.90089 -0.02
H 2.83138 2.89447 -1.41020 0.00
H -5.89968 0.15086 -0.25136 0.00
Cl -5.63419 -2.65204 -0.19368 0.00
H -1.10588 -1.96426 3.83865 0.00
H 4.73647 -1.54552 -1.87978 0.00
C -0.25004 -2.38590 3.32531 0.00
N -0.87624 -0.81463 -1.05776 -0.06
C -1.22170 -3.17617 -1.02636 -0.02
C 1.79941 -1.27244 0.56659 0.23
C 0.23296 3.55481 0.90089 0.00

=====

53
Properties=species:S:1:pos:R:3:nbo_charge:R:1 method="wB97M-V/def2-TZVPD" orbital_gap_ha=0.244 total_charge=0 e_homo_ev=-7.42
C -1.78983 2.46058 0.00056 0.06
C 5.36558 -0.22876 -1.41433 -0.16
C 1.04215 -0.39801 -4.21846 -0.24
C -5.43278 -0.85936 -0.00143 -0.22
H 7.50202 -0.18318 1.22490 0.22
N 2.44125 -0.32913 2.34747 -0.53
C -2.97958 -0.92055 -0.00048 0.38
C -5.45642 0.50598 -0.00114 -0.08
C 1.14987 -0.40386 2.81889 0.38
C -4.21807 -1.55975 -0.00100 -0.28
Cl -6.98688 1.34007 -0.00141 -0.02
H -2.86121 4.33752 0.00166 0.22
H 1.97104 -0.34690 4.76828 0.24
H -2.31188 -0.56363 -4.45303 0.23
H 5.34599 -0.23616 2.49638 0.23
H -6.36668 -1.40505 -0.00189 0.24
N 1.98260 -0.29852 -0.00003 -0.59
H 7.50196 -0.18218 -1.22499 0.22
N 0.04194 -0.47578 -2.05548 -0.46
H -2.31154 -0.55919 4.45356 0.23
H -2.02065 -0.60007 2.04328 0.22
N 2.44101 -0.32778 -2.34758 -0.53
C 2.77227 -0.29385 -1.11321 0.48
H -2.02058 -0.60319 -2.04263 0.22
C -4.17015 2.65229 0.00114 -0.16
C -3.03100 0.52826 -0.00024 0.03
C -0.17972 -0.45375 -4.83472 -0.15
C 6.55742 -0.20186 -0.69708 -0.20
Pd 0.01651 -0.47421 0.00008 0.97
C 1.04269 -0.39851 4.21855 -0.24
C 4.19284 -0.25110 -0.68980 -0.10
C 1.14957 -0.40285 -2.81881 0.38
I -4.22207 -3.64271 -0.00121 0.15
C -1.31628 -0.51933 -4.03601 -0.27
N 0.04208 -0.47576 2.05568 -0.46
H -0.25879 -0.44937 -5.91415 0.22
C -2.95019 3.25942 0.00110 -0.26
C 2.77234 -0.29455 1.11307 0.45
H -5.08156 3.23456 0.00149 0.23
C -1.15415 -0.52977 2.67456 0.07
H 5.34595 -0.23423 -2.49647 0.23
H 1.97035 -0.34561 -4.76837 0.24
C 6.55745 -0.20243 0.69700 -0.20
H -0.25806 -0.44779 5.91441 0.22
H -0.80398 2.91452 0.00090 0.20
C -1.15428 -0.53182 -2.67416 0.08
O -1.85101 -1.54627 -0.00008 -0.77
N -1.82924 1.15345 0.00017 -0.47
C -1.31592 -0.51652 4.03641 -0.26
C 5.36563 -0.22987 1.41425 -0.20
C -4.25169 1.24069 -0.00017 -0.03
C 4.19285 -0.25153 0.68961 -0.01
C -0.17915 -0.45258 4.83496 -0.15

=====

54
Properties=species:S:1:pos:R:3:nbo_charge:R:1 method="wB97M-V/def2-TZVPD" orbital_gap_ha=0.158 total_charge=-1 e_homo_ev=-4.76
O 1.48257 -0.93629 -7.16158 -0.55
C 2.03589 2.85047 -0.44139 0.48
O -0.20461 0.35212 -2.76281 -0.46
C -1.94546 3.37264 4.67040 0.48
C -2.12269 1.92859 4.37797 -0.22
C -2.77592 -2.47616 -5.70131 -0.15
N -0.50534 -1.15470 -8.35293 -0.70
C -1.23980 -2.20233 -3.83717 -0.17
O -2.51475 -2.24050 -8.81995 -0.53
H 1.89019 4.24241 -2.12773 0.22
C 0.31294 -1.20633 -7.15302 0.67
O 4.65674 -1.92112 6.19294 -0.49
C 2.47313 -2.15258 7.03787 -0.23
C -3.58625 -3.04012 -3.38787 0.73
C -1.73241 -1.85501 -8.00183 0.68
O -3.44664 -4.16074 -2.87441 -0.74
H -0.77095 -0.17488 -8.44871 0.39
C 0.85910 2.44157 -2.55455 -0.22
H 0.52095 2.71538 -3.54592 0.23
H 0.60740 -0.29536 -0.38774 0.23
C -0.23253 -1.72492 -4.67425 -0.17
C 2.95236 -1.20288 4.73378 -0.22
C -1.76322 -2.02963 -6.53532 -0.17
C -0.52410 -1.64657 -6.02690 -0.14
C 1.64729 -1.04181 4.52873 -0.25
C 0.04333 1.89146 3.24058 0.49
O 0.89438 1.26798 2.63212 -0.54
C 0.90986 0.69069 -0.71867 -0.22
O -4.51478 -2.21719 -3.23731 -0.75
H -3.73968 -2.74938 -6.10424 0.23
H -1.30817 0.18744 3.49216 0.25
H 1.25048 -0.62864 3.60993 0.26
C 1.16881 -1.99129 6.83454 -0.23
H -0.58852 5.07567 4.41224 0.23
H -3.03789 1.47446 4.73481 0.24
H 1.97996 1.23035 1.02928 0.26
C 0.46049 1.09279 -2.07350 0.47
H 1.14435 3.78253 3.16685 0.24
C 0.22656 3.33307 3.52722 -0.23
H -1.03906 -2.30025 -2.78204 0.22
C 0.65484 -1.42236 5.56375 0.49
O -0.53571 -1.27146 5.38081 -0.50
O 2.69728 3.59904 0.25207 -0.52
H 0.42677 -2.26235 7.57488 0.23
H 0.74236 -1.42315 -4.32510 0.22
H 3.69341 -0.93041 3.99301 0.23
C 3.46864 -1.77138 6.00317 0.48
C -1.19880 1.23975 3.71319 -0.22
C 1.64132 1.50448 0.03979 -0.25
C -0.69765 4.02176 4.19067 -0.22
C -2.49344 -2.55815 -4.33344 -0.05
O -2.78410 4.00232 5.27820 -0.49
H 2.87117 -2.56479 7.95638 0.23
C 1.58993 3.25573 -1.79764 -0.24